Entry 1:
C38H33BrO10S | wB97M-V/def2-TZVPD

XYZ file:
```
83
Properties=species:S:1:pos:R:3
Br -1.3105 -0.7682 0.4034
S 1.6624 -2.7210 0.4481
O 1.7891 -1.1887 0.8254
O 1.7648 -2.7830 -0.9764
O 8.4264 -2.1641 -1.3897
O -0.6750 -3.7600 -0.1907
O -1.0378 1.2966 4.7038
O 4.9853 0.5071 -4.5031
O -6.0286 4.7683 -3.1630
O 2.5990 -3.5296 1.1714
O -5.2290 2.1749 1.4510
O -2.9802 1.3642 5.8455
C 4.1161 -1.9222 -3.4133
C -6.6411 3.5762 0.1886
C -8.9036 5.1473 -0.1532
C -3.3319 1.8227 -0.5654
C 7.0896 0.4814 -3.4467
C 9.5509 1.5974 -2.8135
C 0.2461 -1.6277 2.7231
C 6.2883 -2.1076 -2.3811
C -0.0256 -3.2794 0.9157
C 7.9791 -0.2074 -2.6206
C -7.5828 3.6660 1.2053
C 7.4437 1.7199 -3.9660
C 5.3804 -1.3992 -3.1734
C 5.7501 -0.0882 -3.7725
C -3.7833 3.1063 -2.9913
C -7.9708 5.0579 -1.1716
C -2.6704 2.2995 -2.8284
C -1.5924 -4.8110 0.0698
C 8.6711 2.2762 -3.6504
C -2.4398 1.6636 -1.6127
C 4.6704 -3.8602 -2.1060
C -5.8631 4.1578 -2.1285
C -3.0010 -4.3234 0.3904
C -1.1750 0.3697 3.6214
C -1.8240 0.9984 5.7981
C -6.8410 4.2668 -1.0089
C -0.4545 -0.9615 3.9058
C 9.2076 0.3575 -2.3034
C -5.4243 2.7424 0.3970
C 1.3656 -0.7879 2.1412
C -0.7303 -2.1339 1.6578
C -4.4577 2.6177 -0.7297
C -8.7127 4.4462 1.0330
C 5.9294 -3.3438 -1.8580
C 7.6321 -1.5507 -2.0726
C 3.7592 -3.1462 -2.8761
C -1.1825 0.2377 6.9239
C -4.6784 3.2728 -1.9425
H -0.7885 0.8837 2.7526
H 10.5065 2.0376 -2.5615
H 4.3909 -4.8192 -1.6910
H 6.6377 -3.8931 -1.2539
H -8.1159 5.5972 -2.0970
H -3.2271 -3.4881 -0.2632
H -1.2058 -1.6681 4.2551
H -2.2308 0.1898 3.4306
H -1.8368 0.3100 7.7816
H -1.6234 -2.4928 2.1513
H -1.6459 -5.4022 -0.8376
H 0.2234 -0.8066 4.7396
H 1.0130 0.2323 2.0384
H -0.2075 0.6447 7.1720
H -9.4474 4.5116 1.8244
H -3.1618 1.3295 0.3800
H 0.1345 -4.0438 1.6779
H -9.7846 5.7616 -0.2828
H -1.5628 1.0406 -1.4903
H 3.4134 -1.3644 -4.0159
H 6.7540 2.2440 -4.6125
H -1.9778 2.1654 -3.6484
H 9.8887 -0.1761 -1.6556
H -3.9640 3.6070 -3.9320
H -1.2443 -5.4810 0.8580
H -3.1297 -4.0411 1.4304
H -1.0727 -0.8114 6.6705
H 8.9440 3.2424 -4.0534
H -7.4275 3.1223 2.1266
H -3.6928 -5.1355 0.1908
H 0.7075 -2.5334 3.1258
H 2.7747 -3.5452 -3.0572
H 2.1994 -0.7453 2.8354
```

- SMILES string: CCO[C@@H]1[C@H](Br)[C@H](CCOC(C)=O)COS1(=O)=O.O=C1c2ccccc2C(=O)c2ccccc21.O=C1c2ccccc2C(=O)c2ccccc21
- Kohn-Sham gap: 0.309 hartree
- Total charge: 0
- HOMO energy: -9.34 eV

***

Entry 2:
C38H33CoFN4O4P | wB97M-V/def2-TZVPD

XYZ file:
```
82
Properties=species:S:1:pos:R:3
Co 1.3326 0.1612 0.1805
P 1.7670 -2.1047 -0.3076
F -1.5336 5.9764 -0.7579
O -0.0945 1.1365 -1.0202
O 1.7022 6.2794 2.7978
O -0.1835 -0.4624 1.1978
O -1.4958 -2.1499 0.5440
N 3.7063 0.0130 0.3384
N -0.1065 4.9484 3.0256
N -4.1187 1.1537 -0.3872
N 1.8959 2.2454 0.4124
C -3.5434 4.7680 -0.5220
C -5.6799 3.4829 -0.1750
C 4.3386 -1.2801 0.2282
C 2.6416 4.1938 -0.7566
C 1.2617 -3.1700 -1.6824
C 3.5734 -2.3582 -0.1981
C -4.2116 3.5655 -0.4618
C 1.5375 4.4145 1.3482
C -2.1678 4.7921 -0.7440
C -1.3014 1.1855 -0.6916
C 1.1857 -5.1824 2.3316
C 1.0656 5.3105 2.4616
C 4.1599 -3.6143 -0.3084
C 1.4322 -2.4288 2.4220
C 1.4355 -3.0846 1.1958
C -5.9216 -0.1503 -1.4162
C -1.1820 -0.9759 0.5776
C -0.3180 -4.7162 -2.6178
C 2.1846 5.0057 0.2662
C 6.2546 -2.7110 0.4298
C 2.4651 2.8249 -0.6462
C -3.3709 0.0973 -0.0309
C -1.4414 3.6386 -0.8930
C -2.0121 0.0942 -0.0994
C 1.2441 -3.1430 3.5898
C -3.4905 2.3607 -0.5862
C 1.4306 3.0279 1.3842
C -2.0937 2.4032 -0.7869
C 5.4939 -3.7884 0.0035
C -6.2469 2.2775 -0.9141
C 1.7254 -4.2371 -3.7826
C 0.0322 -3.8247 -1.6209
C 0.5364 -4.9426 -3.6852
C -5.5740 0.9877 -0.4544
C 2.0889 -3.3461 -2.7897
C 5.6840 -1.4549 0.5294
C 1.3276 -4.4697 1.1553
C 1.1246 -4.5216 3.5462
H 1.1121 -6.2587 2.2974
H -5.8359 3.3747 0.9034
H 2.3725 -4.3954 -4.6316
H -0.4657 5.5058 3.7838
H 2.3002 6.0792 0.2464
H 3.0198 -2.8018 -2.8668
H 1.5400 -1.3508 2.4580
H 0.9684 2.5231 2.2234
H -7.3223 2.1968 -0.7560
H 7.2935 -2.8489 0.6872
H 2.7846 2.1621 -1.4396
H -6.1812 4.3977 -0.4910
H -4.0631 5.6984 -0.3552
H 3.1382 4.6090 -1.6185
H -5.4755 0.0296 -2.3914
H 4.0292 0.4725 1.1892
H -0.6416 4.1630 2.7048
H -5.9203 0.7282 0.5542
H 0.2717 -5.6623 -4.4450
H 0.9783 -5.0794 4.4579
H -3.8908 -0.7707 0.3432
H 5.9414 -4.7677 -0.0629
H 6.2876 -0.6182 0.8548
H -5.5660 -1.1116 -1.0586
H -7.0013 -0.2061 -1.5312
H 3.5663 -4.4557 -0.6278
H -0.6321 -3.6391 -0.7886
H -1.2569 -5.2446 -2.5564
H 4.0381 0.5887 -0.4340
H -0.3742 3.6645 -1.0421
H 1.1819 -2.6250 4.5350
H -6.0728 2.4126 -1.9829
H 1.3375 -4.9954 0.2122
```

- Multiplicity: 4
- Kohn-Sham gap (spin up / spin down): 0.300 / 0.302 hartree
- Total charge: +1
- HOMO energy (spin up / spin down): -10.75 / -10.90 eV

***

Entry 3:
C38H33MnN2O2S2Si | wB97M-V/def2-TZVPD

XYZ file:
```
79
Properties=species:S:1:pos:R:3
Mn 0.0974 0.2458 0.2364
S 0.3182 2.0235 -1.3582
S 2.2040 1.0806 0.8856
Si -2.0880 -2.3069 0.6220
O -1.1888 -0.9572 0.2246
O 1.2815 -0.9876 -0.8776
N 2.4394 -1.8372 -2.5703
N -0.9326 1.5214 1.4359
C 1.5113 -2.1162 3.4718
C 1.2584 -1.6874 2.1754
C 2.8601 1.7210 -0.6158
C -2.5351 -2.4226 5.2611
C -2.0081 -3.6046 3.2361
C 1.1622 -1.3296 4.5661
C -6.3594 -1.4966 -1.0597
C -2.4284 3.3215 1.8723
C 4.2425 1.8674 -0.7694
C 0.6198 -0.4736 2.0077
C 0.5170 -0.1222 4.3807
C -0.6182 1.4525 2.7457
C 2.5586 2.7342 -2.8122
C -2.7144 -1.2610 4.5266
C 2.0466 2.1393 -1.6635
C -4.1494 -0.7183 -0.5517
C -0.3402 -5.8857 -1.8412
C -1.3481 -3.7826 -0.2646
C -6.0155 -2.7570 -0.5913
C -1.8290 2.4198 1.0195
C -3.7817 -1.9774 -0.0788
C 0.2259 0.3072 3.0854
C 0.7665 -0.1574 -3.0965
C -0.1605 -4.5710 -2.2378
C 4.7613 2.4272 -1.9203
C -0.6602 -3.5413 -1.4573
C -5.4243 -0.4752 -1.0405
C -1.1657 2.3526 3.6582
C -4.7406 -2.9910 -0.1078
C -1.0385 -6.1558 -0.6748
C -2.5353 -1.2808 3.1552
C -0.3156 0.6696 -2.4369
C 1.5070 -1.0134 -2.0933
C -2.0693 3.2960 3.2149
C 3.9272 2.8636 -2.9497
C -1.5388 -5.1172 0.0950
C -2.1706 -2.4479 2.4773
C -2.1839 -3.5951 4.6117
H 4.3454 3.3085 -3.8393
H 4.9018 1.5419 0.0230
H -2.9999 -0.3441 5.0240
H 2.6310 -1.9026 -3.5550
H 0.3150 -0.8097 -3.8497
H 0.2183 0.4618 5.2392
H -0.8602 0.0255 -1.7362
H 1.8909 3.0943 -3.5847
H -1.0517 1.0626 -3.1379
H -0.5371 -2.5197 -1.7887
H 0.0465 -6.6953 -2.4437
H 5.8328 2.5328 -2.0190
H -2.0470 -4.5063 5.1766
H 0.3596 -4.3539 -3.1622
H -3.4267 0.0897 -0.5323
H 1.3812 -1.6723 5.5668
H -2.5027 3.9997 3.9107
H 1.5045 0.4669 -3.6104
H 2.9373 -2.4391 -1.9331
H -2.6745 -2.4155 6.3330
H -0.8904 2.2934 4.6995
H -3.1532 4.0240 1.4921
H -1.7134 -4.5363 2.7705
H -2.0985 -5.3746 0.9854
H -1.1994 -7.1784 -0.3664
H -7.3549 -1.3133 -1.4378
H 1.9900 -3.0721 3.6302
H -4.4934 -3.9839 0.2472
H -2.0720 2.4040 -0.0366
H -6.7438 -3.5552 -0.6052
H -5.6915 0.5075 -1.4031
H 1.5454 -2.2875 1.3240
H -2.7113 -0.3689 2.5952
```

- Multiplicity: 2
- Kohn-Sham gap (spin up / spin down): 0.235 / 0.269 hartree
- Total charge: +1
- HOMO energy (spin up / spin down): -10.44 / -10.51 eV
- Energy relative to the best compared isomer or geometry (same formula, charge and spin): 0.0 kcal per mole

***

Entry 4:
C38H33N2ORuS2Se2 | wB97M-V/def2-TZVPD

XYZ file:
```
79
Properties=species:S:1:pos:R:3
Ru -0.6113 0.7049 0.1570
Se -1.5850 2.4175 1.8430
Se -1.5808 -1.0003 1.8356
S 0.6462 0.7060 6.0268
S 0.6462 0.7060 -5.7128
O -1.2660 1.8386 -0.9767
N 0.9866 0.7049 1.5252
N 0.9866 0.7049 -1.2112
C 3.1985 0.7053 6.0403
C 2.1545 0.7050 0.8543
C 2.1521 0.7052 3.6698
C 1.0051 0.7050 -2.5691
C 3.3579 0.7053 -2.6454
C -3.1887 1.3293 1.9161
C 2.1327 0.7055 -4.8362
C 3.3806 0.7052 1.5523
C 0.4172 -1.6716 0.0241
C 2.7970 0.7057 7.4089
C 3.3806 0.7052 -1.2383
C 0.2678 -2.1039 -2.3502
C -2.9703 0.0278 2.6944
C 2.1521 0.7052 -3.3558
C -4.6369 0.3103 -2.7041
C 1.5788 -2.4450 0.0875
C -0.2383 -1.5010 -1.1955
C -2.5460 -0.0606 -1.4272
C 2.7969 0.7057 -7.0949
C -1.4384 -0.7271 -1.2750
C 1.4283 -2.8767 -2.2850
C 3.1985 0.7053 -5.7263
C -5.7452 -0.1571 -3.4166
C 4.5926 0.7053 -0.5377
C 3.3579 0.7053 2.9594
C -2.2399 3.7445 3.1100
C 1.4300 0.7061 -7.2261
C -5.0318 -2.4287 -3.0398
C 2.1545 0.7050 -0.5403
C -3.7067 -0.5856 -2.1604
C 1.0051 0.7050 2.8831
C -2.0431 -2.4224 3.0989
C -3.9214 -1.9615 -2.3319
C 1.4300 0.7061 7.5401
C 2.1327 0.7055 5.1502
C -5.9417 -1.5260 -3.5845
C 4.5926 0.7053 0.8517
C 2.0829 -3.0468 -1.0658
H 0.0076 0.7049 -2.9998
H 3.4782 0.7057 8.2509
H 0.8514 0.7064 -8.1398
H -0.2406 -1.9771 -3.3028
H -6.8030 -1.8893 -4.1388
H -3.5256 1.1359 0.8774
H -2.5924 0.9676 -1.0842
H 2.9860 -3.6501 -1.0142
H -2.9471 4.4417 2.5935
H -2.6584 0.2825 3.7258
H 4.3045 0.7054 -3.1789
H -6.4532 0.5492 -3.8424
H -4.5011 1.3836 -2.5916
H -5.1835 -3.4979 -3.1641
H -4.0086 1.9086 2.3846
H 4.3045 0.7054 3.4929
H -1.3675 -3.2893 2.9261
H -1.9128 -2.0758 4.1425
H 0.0076 0.7049 3.3138
H 0.8515 0.7064 8.4538
H -2.7048 3.2497 3.9812
H 2.0891 -2.5796 1.0377
H 4.2378 0.7050 5.7381
H 3.4782 0.7057 -7.9369
H -3.0675 -2.8011 2.8991
H 5.5425 0.7054 1.3819
H 0.0277 -1.2095 0.9273
H 5.5425 0.7054 -1.0679
H -3.9317 -0.5220 2.6642
H 4.2378 0.7050 -5.4241
H 1.8185 -3.3459 -3.1845
H -1.3895 4.3536 3.4677
H -3.2279 -2.6868 -1.9119
```

- Multiplicity: 2
- Kohn-Sham gap (spin up / spin down): 0.186 / 0.167 hartree
- Total charge: 0
- HOMO energy (spin up / spin down): -5.95 / -5.45 eV
- Energy relative to the best compared isomer or geometry (same formula, charge and spin): 164.0 kcal per mole

***

Entry 5:
C38H34As2Br2IrN | wB97M-V/def2-TZVPD

XYZ file:
```
78
Properties=species:S:1:pos:R:3
Ir 0.2840 -0.1835 -0.1565
Br -2.6016 -6.1980 1.1382
Br -0.8308 1.0573 1.5778
As -1.0183 -0.5225 -2.6449
As 2.1435 -1.1353 -1.4044
N 0.8818 1.8167 -1.9667
C 5.3842 1.4301 -1.9440
C 4.3166 -3.0219 -1.0014
C 5.2208 -3.7336 -0.2308
C 2.2230 3.7334 -0.5903
C -3.5136 -1.2851 -1.5370
C -3.2175 0.6278 -4.2058
C -3.4689 -3.9614 -2.2401
C 4.2898 0.7608 -1.4269
C 1.3697 -2.2694 -2.8141
C 5.7149 1.2853 -3.2837
C -2.3846 -3.3472 1.0307
C 3.5111 -0.0452 -2.2578
C -1.5641 1.9582 -5.9982
C -1.7055 -4.5485 0.8536
C -0.3677 -4.5411 0.4676
C 2.0414 5.3025 -2.5545
C 4.9362 0.4947 -4.1114
C 5.2032 -3.6151 1.1505
C 3.3792 -2.2146 -0.3680
C 0.3802 -1.4887 -3.6742
C -4.5798 -2.0986 -1.2039
C -2.9410 1.9914 -6.1644
C 1.8010 3.9906 -1.8941
C 1.1236 2.9757 -2.5617
C 3.3870 -2.0602 1.0153
C -1.0105 1.2594 -4.9408
C -0.3997 -2.1145 0.3629
C 1.9523 2.5199 0.0187
C -2.4271 -1.8020 -2.2434
C -2.3969 -3.1488 -2.5770
C 1.2388 1.5953 -0.7323
C -1.8329 0.5624 -4.0576
C 4.3054 -2.7625 1.7756
C 0.2748 -3.3354 0.2501
C -4.5546 -3.4413 -1.5531
C 3.8326 -0.1729 -3.6029
C -1.7359 -2.1544 0.7868
C -3.7632 1.3310 -5.2651
H 0.9051 -0.7200 -4.2525
H 3.2435 -0.8077 -4.2557
H -0.1370 -2.1474 -4.3886
H 2.2535 2.3289 1.0358
H 0.7614 3.1115 -3.5696
H -3.8740 0.1017 -3.5236
H 2.7471 4.4940 -0.0293
H 4.3270 -2.6412 2.8478
H -0.9229 2.4859 -6.6876
H 4.0427 0.8391 -0.3691
H 5.8908 -4.1898 1.7494
H -3.3716 2.5406 -6.9861
H -5.3813 -4.0838 -1.2926
H 0.8600 -3.1095 -2.3306
H -2.2959 -1.2463 0.9481
H 5.9484 -4.3678 -0.7092
H -3.5065 -0.2308 -1.2630
H -3.4618 -5.0033 -2.5247
H 5.9936 2.0492 -1.3033
H 6.5910 1.7754 -3.6794
H 2.1865 -2.6903 -3.4179
H 1.3342 -3.3705 0.0061
H 0.1679 -5.4708 0.3474
H -5.4231 -1.6859 -0.6725
H -1.5593 -3.5623 -3.1292
H 1.8267 6.1115 -1.8604
H -4.8350 1.3657 -5.3819
H 0.0666 1.2364 -4.8142
H 3.0853 5.3861 -2.8552
H -3.4071 -3.3307 1.3717
H 4.3310 -3.0797 -2.0864
H 5.1978 0.3873 -5.1519
H 1.4227 5.4286 -3.4388
H 2.6473 -1.4016 1.4792
```

- Kohn-Sham gap (spin up / spin down): 0.181 / 0.173 hartree
- Total charge: +2
- HOMO energy (spin up / spin down): -13.74 / -13.63 eV
- Energy relative to the best compared isomer or geometry (same formula, charge and spin): 99.5 kcal per mole

***

Entry 6:
C38H34CsNP2 | wB97M-V/def2-TZVPD

XYZ file:
```
76
Properties=species:S:1:pos:R:3
Cs -0.3983 0.1376 0.3440
P 2.3367 -0.6027 2.7208
P 2.9579 0.7421 -1.8787
N -2.9929 1.7514 0.0506
C -4.1542 -0.2457 -0.7541
C -0.4162 0.7765 5.3796
C 0.4578 -0.0078 4.6469
C 4.3881 0.5602 -0.7183
C 4.9661 2.2629 -3.2318
C 5.4373 2.9872 -4.3206
C -3.0116 -1.0670 -0.6529
C -3.1651 -2.3297 -1.2527
C 2.9276 -0.9281 -2.6357
C 3.7219 -0.9122 3.8744
C -5.4082 -1.9016 -1.9955
C 2.8952 1.8950 -4.3820
C 2.7882 -3.4857 -3.7457
C 5.4611 -2.4184 4.6102
C 3.9864 -2.7797 -3.7664
C 4.3628 -2.1466 3.8048
C -5.3219 -0.6460 -1.4192
C 3.6913 1.7052 -3.2508
C 5.2767 -0.2309 5.5886
C 1.7317 -1.6396 -2.6363
C 3.3671 2.6059 -5.4716
C 1.2866 0.5563 3.6731
C 3.1674 0.5208 1.5123
C -2.9956 2.9610 0.6061
C -0.4940 2.1426 5.1374
C 4.0002 -0.2734 0.5046
C 4.0534 -1.5102 -3.2189
C 0.3144 2.7150 4.1690
C -5.3513 1.6929 0.3361
C 4.6423 3.1569 -5.4421
C -4.1586 1.1043 -0.1130
C -4.1303 3.6234 1.0326
C 4.1871 0.0426 4.7774
C -4.3195 -2.7586 -1.8974
C -5.3390 2.9528 0.8989
C 5.9173 -1.4609 5.5026
C 1.6578 -2.9140 -3.1863
C 1.2023 1.9276 3.4444
H 1.8958 1.4739 -4.4091
H 5.9529 -3.3803 4.5461
H 3.4496 -1.1642 0.1820
H -4.0677 4.6123 1.4652
H 3.6879 1.0020 4.8532
H 4.9014 -0.6435 0.9998
H -2.0214 3.4345 0.7112
H 1.8347 2.4004 2.7032
H 4.9866 -0.9593 -3.2615
H 6.7678 -1.6733 6.1374
H 2.7385 2.7360 -6.3428
H -1.0492 0.3213 6.1299
H 0.8338 -1.1907 -2.2274
H 4.8667 -3.2193 -4.2176
H 0.7174 -3.4492 -3.1800
H 3.9948 -2.9006 3.1185
H 0.2586 3.7785 3.9745
H 6.4312 3.4149 -4.2890
H 0.4969 -1.0771 4.8245
H -6.2617 3.4052 1.2411
H 5.2300 0.1055 -1.2451
H 2.3850 1.0763 0.9855
H -6.1650 0.0300 -1.5192
H 2.7374 -4.4775 -4.1759
H 4.7002 1.5596 -0.4024
H -1.1870 2.7560 5.6978
H -2.3347 -3.0369 -1.2128
H 3.7923 1.2560 2.0276
H 5.0122 3.7177 -6.2905
H 5.6268 0.5148 6.2908
H -6.2779 1.1437 0.2581
H -6.3093 -2.2024 -2.5160
H -4.3718 -3.7513 -2.3341
H 5.6102 2.1384 -2.3714
```

- Kohn-Sham gap: 0.224 hartree
- Total charge: 0
- HOMO energy: -6.00 eV
- Energy relative to the best compared isomer or geometry (same formula, charge and spin): 1.4 kcal per mole

***

no.,molecular weight (g mol⁻¹)
1,761.64
2,718.61
3,696.85
4,856.82
5,1006.57
6,699.55